Entry 1:
{
  "formula": "C20H15F3N2O4S",
  "method": "the ωB97M-V functional and the def2-TZVPD basis",
  "elements": ["C", "H", "O", "C", "C", "C", "C", "C", "C", "N", "C", "O", "C", "C", "C", "C", "C", "C", "H", "H", "N", "S", "O", "O", "C", "C", "C", "C", "C", "C", "F", "F", "F", "H", "H", "H", "H", "H", "H", "H", "H", "H", "H", "H", "H"],
  "xyz": [[-2.073, 5.049, 1.724], [-2.272, 5.105, 0.655], [-1.678, 3.721, 1.968], [-1.357, 3.362, 3.256], [-1.395, 4.209, 4.349], [-1.047, 3.738, 5.607], [-0.660, 2.424, 5.776], [-0.617, 1.564, 4.691], [-0.963, 2.019, 3.429], [-0.946, 1.224, 2.282], [-0.622, -0.090, 2.152], [-0.310, -0.819, 3.074], [-0.705, -0.598, 0.749], [-0.952, -1.958, 0.577], [-1.029, -2.509, -0.685], [-0.854, -1.703, -1.808], [-0.596, -0.345, -1.647], [-0.517, 0.197, -0.379], [-0.279, 1.246, -0.285], [-0.447, 0.269, -2.519], [-0.961, -2.259, -3.084], [-0.069, -1.862, -4.428], [-0.599, -2.672, -5.478], [0.005, -0.451, -4.590], [1.572, -2.525, -4.051], [1.941, -3.721, -4.642], [3.179, -4.280, -4.386], [4.051, -3.628, -3.529], [3.697, -2.424, -2.926], [2.444, -1.876, -3.196], [2.105, -0.725, -2.618], [4.543, -1.801, -2.103], [5.250, -4.159, -3.275], [3.486, -5.208, -4.841], [1.239, -4.186, -5.314], [-1.264, -3.220, -3.118], [-1.230, -3.564, -0.808], [-1.077, -2.572, 1.456], [-1.246, 1.723, 1.455], [-0.317, 0.537, 4.811], [-0.389, 2.059, 6.755], [-1.082, 4.411, 6.450], [-1.694, 5.239, 4.236], [-2.984, 5.303, 2.275], [-1.280, 5.757, 1.983]],
  "mulliken_charge": [-0.913, 0.253, -0.415, 0.884, -0.445, -0.711, -0.752, -0.505, 0.065, -0.008, 0.640, -0.680, 0.456, -0.824, -0.783, 0.892, -0.332, -0.979, 0.349, 0.566, -0.272, 1.169, -0.694, -0.620, -0.038, -0.443, -0.692, 0.459, 0.237, 0.349, -0.256, -0.286, -0.287, 0.441, 0.525, 0.258, 0.327, 0.430, 0.276, 0.506, 0.379, 0.376, 0.389, 0.354, 0.358],
  "smiles": "COc1ccccc1NC(=O)c1ccc(NS(=O)(=O)c2ccc(F)c(F)c2F)cc1",
  "energy_ha": -1879.38956
}

---

Entry 2:
{
  "formula": "C20H15MnN4O4SSe",
  "method": "the ωB97M-V functional and the def2-TZVPD basis",
  "elements": ["Mn", "N", "C", "C", "C", "C", "C", "C", "S", "N", "C", "C", "C", "C", "C", "C", "N", "H", "H", "H", "H", "H", "H", "H", "H", "H", "O", "Se", "O", "O", "O", "C", "C", "C", "C", "C", "C", "C", "C", "N", "H", "H", "H", "H", "H", "H"],
  "xyz": [[0.778, -1.733, -0.664], [-2.894, -0.095, -1.468], [-2.642, 1.191, -2.033], [-3.374, 1.617, -3.122], [-3.108, 2.857, -3.688], [-2.091, 3.645, -3.179], [-1.336, 3.193, -2.104], [-1.627, 1.978, -1.511], [-0.712, 1.445, -0.104], [-0.895, -0.248, -0.217], [-1.914, -0.762, -0.801], [-2.062, -2.251, -0.667], [-3.272, -2.911, -0.776], [-3.297, -4.287, -0.586], [-2.124, -4.956, -0.291], [-0.954, -4.222, -0.187], [-0.933, -2.906, -0.365], [-3.501, -0.669, -2.030], [-4.148, 0.979, -3.534], [-3.688, 3.193, -4.537], [-1.867, 4.605, -3.625], [-0.512, 3.785, -1.726], [-4.185, -2.368, -0.973], [-4.232, -4.824, -0.665], [-2.103, -6.026, -0.141], [-0.008, -4.693, 0.044], [2.498, -0.968, -4.167], [1.406, -0.724, -3.023], [2.118, -0.626, -1.437], [0.512, -2.125, -2.589], [0.355, 0.489, -3.174], [1.439, -2.039, 1.228], [1.953, -0.747, 1.739], [3.225, -0.281, 1.401], [3.658, 0.964, 1.816], [2.816, 1.771, 2.579], [1.544, 1.324, 2.927], [1.123, 0.076, 2.507], [3.258, 3.074, 3.007], [3.609, 4.115, 3.346], [0.589, -2.404, 1.802], [2.213, -2.808, 1.142], [3.872, -0.889, 0.782], [4.640, 1.321, 1.540], [0.892, 1.954, 3.517], [0.130, -0.266, 2.773]],
  "mulliken_charge": [0.469, -0.179, 0.367, -0.717, -0.577, -0.733, -0.580, 0.568, -0.158, -0.158, 0.684, 0.546, -0.749, -0.483, -0.824, -0.197, 0.392, 0.208, 0.355, 0.384, 0.384, 0.431, 0.540, 0.439, 0.407, 0.465, -0.654, 1.112, -0.573, -0.674, -0.466, -1.403, 0.980, -0.417, -0.762, 0.532, -0.528, -0.582, -0.063, -0.503, 0.463, 0.647, 0.395, 0.445, 0.472, 0.293],
  "spin_multiplicity": 5,
  "de_lowest_kj_mol": 0.0
}

---

Entry 3:
{
  "formula": "C20H16As2Cl5N2OPtS2",
  "method": "the ωB97M-V functional and the def2-TZVPD basis",
  "elements": ["Pt", "Cl", "C", "C", "Cl", "C", "Cl", "C", "O", "C", "Cl", "C", "Cl", "S", "C", "C", "N", "C", "S", "C", "N", "C", "As", "C", "C", "C", "C", "C", "C", "C", "As", "C", "C", "H", "H", "H", "H", "H", "H", "H", "H", "H", "H", "H", "H", "H", "H", "H", "H"],
  "xyz": [[-0.704, -0.301, -0.304], [-4.689, -6.118, 0.919], [-3.659, -4.733, 1.039], [-3.913, -3.516, 0.387], [-5.283, -3.357, -0.643], [-3.042, -2.434, 0.526], [-3.516, -0.919, -0.073], [-1.830, -2.599, 1.249], [-0.906, -1.697, 1.220], [-1.671, -3.824, 2.015], [-0.190, -4.011, 2.881], [-2.550, -4.885, 1.893], [-2.254, -6.346, 2.780], [-0.972, -1.818, -2.246], [-0.440, -0.814, -3.502], [0.096, -1.462, -4.615], [0.541, -1.952, -5.586], [-0.586, 0.569, -3.465], [-1.216, 1.277, -2.040], [-0.392, 1.334, -4.617], [-0.324, 1.903, -5.645], [-0.683, 1.275, 3.238], [-0.577, 1.392, 1.297], [-1.794, 2.947, 1.220], [1.144, 2.321, 0.986], [1.394, 3.635, 1.348], [2.571, 4.295, 0.955], [3.567, 3.575, 0.295], [3.301, 2.260, -0.072], [2.111, 1.668, 0.232], [1.613, -0.036, -0.551], [2.445, -0.085, -2.314], [2.649, -1.292, 0.469], [-0.582, 2.301, 3.616], [0.113, 0.615, 3.581], [-1.670, 0.866, 3.516], [-1.543, 3.590, 2.048], [-2.794, 2.528, 1.359], [-1.762, 3.430, 0.220], [0.555, 4.183, 1.800], [2.771, 5.327, 1.287], [4.493, 4.090, 0.017], [4.040, 1.626, -0.606], [2.305, -1.069, -2.752], [3.506, 0.158, -2.306], [1.957, 0.635, -2.958], [1.900, -1.686, 1.190], [3.470, -0.762, 0.944], [2.999, -2.084, -0.233]],
  "mulliken_charge": [1.469, -0.094, 0.338, 0.045, -0.130, 0.612, -0.118, -0.203, -0.635, 0.163, -0.123, 0.101, -0.122, -0.273, 0.527, -0.099, -0.402, 0.376, -0.321, 0.014, -0.397, -1.193, 0.429, -1.343, 0.111, -0.514, -0.803, -0.633, -0.498, 0.223, 0.656, -1.255, -1.031, 0.450, 0.376, 0.399, 0.525, 0.407, 0.322, 0.302, 0.366, 0.392, 0.273, 0.406, 0.532, 0.342, 0.238, 0.398, 0.396],
  "total_charge": 1,
  "spin_multiplicity": 5,
  "de_lowest_kj_mol": 0.0
}